Entry 1:
Below is a single C6H9N molecule, with properties calculated with the ωB97M-V functional and the def2-TZVPD basis.

Orbital gap (spin up / spin down)   7.767 / 7.766 eV
E_LUMO (spin up / spin down)   0.55 / 0.55 eV

```
16
Properties=species:S:1:pos:R:3:forces:R:3
C 1.169594 -0.816146 0.717053 0.0418 -0.0368 0.0846
C 0.986530 -0.161604 -0.641556 -0.0378 -0.4072 0.0637
C -0.372711 -0.193658 -1.148819 0.0080 0.0861 -0.1303
C -1.565671 -0.987609 -0.643302 0.0361 0.0057 0.1358
C 0.055077 1.227222 -0.624522 -0.1760 0.4226 0.1635
C 0.076958 1.649769 0.648601 0.3193 0.1457 0.2953
N 0.361749 2.067897 1.758296 -0.2088 -0.3251 -0.7873
H 0.290431 -0.849053 1.391522 0.1539 0.0137 -0.2266
H 1.447970 -1.859951 0.522941 -0.0037 0.1572 -0.0104
H 2.000217 -0.373005 1.282626 -0.1178 -0.1079 -0.1717
H 1.371891 1.963080 1.926835 -0.1945 0.0978 0.2692
H -0.436800 -0.038730 -2.230592 0.0386 -0.0770 0.1606
H -2.490282 -0.672266 -1.138356 0.1565 0.0087 0.1282
H -1.394703 -2.039699 -0.903419 -0.0503 0.1548 0.0515
H -1.712178 -0.933864 0.437733 0.0464 0.0347 -0.1316
H 0.211927 2.017613 -1.355034 -0.0117 -0.1730 0.1055
```
Forces are in eV/Å.

Entry 2:
Below is a gas-phase ion, C5H8N7 (charge +1), with properties calculated with the ωB97M-V functional and the def2-TZVPD basis.

Net charge   +1
Orbital gap (spin up / spin down)   7.330 / 7.328 eV
E_LUMO (spin up / spin down)   -6.35 / -6.35 eV
Structure (SMILES)   C1=N\[N+]2=C(N=NC2)/N=N\CNC/1

```
20
Properties=species:S:1:pos:R:3:forces:R:3
C -0.287544 0.055351 -1.673945 -2.5296 0.2641 -0.3097
N -0.188920 1.159905 -1.010783 -1.7739 -2.9296 -5.2368
N 0.398878 1.551517 0.015119 2.5378 1.8470 5.4984
C 0.617682 1.030437 1.298603 -1.7425 -2.0200 -1.9014
N 0.337717 1.955301 2.312452 0.2027 2.1839 -1.0436
N 0.163418 3.078038 1.717982 -0.0587 -1.6146 2.0284
C 0.285221 2.953265 0.318708 0.7031 1.2541 -0.6728
N 0.803629 -0.219896 1.487857 -0.8730 -2.8133 -0.9103
N 0.774576 -1.426852 1.262228 2.8503 2.9075 1.6055
C -0.160912 -2.357760 0.723405 -0.1497 -3.4192 -1.2657
N -0.929857 -2.109884 -0.428172 1.3520 1.0385 -0.5843
C -0.096657 -1.458308 -1.437479 -0.4490 0.0986 -1.3908
H -1.008391 0.207277 -2.549024 1.2975 -0.0163 1.0533
H -0.493642 3.461176 -0.238911 -0.3678 -0.2185 0.0541
H 1.203357 3.489719 0.084116 0.3146 0.2189 -0.1814
H 0.451714 -3.382513 0.502547 -0.7649 2.7426 0.4600
H -0.720665 -2.694049 1.548008 -1.1041 -0.2491 1.3313
H -1.790405 -1.640600 -0.389873 -1.5643 0.3790 0.8000
H -0.224578 -1.965423 -2.418816 -0.1186 0.5457 0.5669
H 0.865380 -1.686703 -1.124022 2.2382 -0.1995 0.0990
```
Forces are in eV/Å.

Entry 3:
Below is a single C3H8O3 molecule, with properties calculated with the ωB97M-V functional and the def2-TZVPD basis.

Orbital gap   10.974 eV
E_LUMO   0.85 eV
Structure (SMILES)   CO[C@H](C)OO

```
14
Properties=species:S:1:pos:R:3:forces:R:3
C 0.745816 -0.236495 -1.627102 -2.5782 -1.5472 0.0902
O -0.420112 -0.915612 -0.770278 2.4602 0.8514 -1.5333
C -0.495585 -0.326699 0.484272 1.1775 0.6469 0.2997
C -1.390243 0.902738 0.532814 -0.0473 0.1293 -0.1885
O 0.884000 0.107834 0.780078 -0.9662 -0.1313 1.4351
O 1.432220 -0.601141 1.926241 -0.1521 0.0126 -0.9407
H 0.476355 0.813016 -1.723202 0.3256 -0.0362 0.0538
H 0.608579 -0.761595 -2.570133 -0.2081 0.2153 -0.0625
H 1.778109 -0.417790 -1.329055 -0.4831 0.0449 0.6302
H -0.842782 -1.058043 1.225801 0.4420 0.0143 -0.1714
H -1.185186 1.576980 -0.302627 0.0946 -0.0435 0.0900
H -2.438674 0.601552 0.450172 0.1438 -0.0423 0.0310
H -1.247609 1.452166 1.467334 -0.0108 -0.1595 -0.0937
H 2.095110 -1.136910 1.455685 -0.1979 0.0453 0.3600
```
Forces are in eV/Å.

Entry 4:
Below is 2 unconnected molecules or ions with the total composition C9H14O, with properties calculated with the ωB97M-V functional and the def2-TZVPD basis.

Orbital gap   9.330 eV
E_LUMO   0.85 eV
Structure (SMILES)   Cc1ccc(O)cc1.CC

```
24
Properties=species:S:1:pos:R:3:forces:R:3
C 1.681116 -1.628378 -2.272276 2.0384 -0.0704 -1.4267
C 1.207360 -0.416808 -1.453335 -0.8024 -3.1285 -2.3981
C 1.973824 0.216712 -0.479187 -2.9723 1.6809 -0.8218
C 1.325784 1.287033 0.197465 2.0409 0.7109 0.0184
C -0.010031 1.480811 -0.028864 0.0807 1.9026 1.1167
O -0.719288 2.581250 0.507134 0.3071 -0.3103 0.5601
C -0.703235 0.783152 -0.982128 -2.3039 0.0715 -0.6324
C -0.133551 -0.157057 -1.817620 -0.6994 0.3607 0.5775
H 2.637770 -1.976685 -1.821928 -0.7886 -0.4626 -0.2758
H 2.008386 -1.343637 -3.328813 -0.3742 0.1424 1.2033
H 0.953321 -2.466982 -2.528947 0.7631 1.1099 1.2063
H 3.015876 0.148824 -0.525386 1.4008 -0.5294 0.4508
H 1.933902 2.120764 0.688479 -0.9368 -1.5528 -0.2576
H -0.427851 2.925330 1.387131 0.1229 -0.9470 -1.2156
H -1.752952 1.094822 -1.004019 0.2162 -0.2744 -0.4743
H -0.758572 -0.692190 -2.699648 1.8827 1.2690 2.4056
C -1.189531 -1.505050 2.730196 3.7426 -1.8990 -3.0728
C -2.604909 -1.768700 2.474584 -2.0026 0.4557 1.6709
H -0.662178 -2.500925 3.013162 -0.8028 1.2663 -0.8204
H -0.717067 -1.196922 1.691643 -0.2905 -0.1221 2.3454
H -0.857882 -0.926142 3.554528 -0.3074 1.3067 0.4781
H -2.783389 -2.335449 1.588559 0.1395 -0.5723 -0.6066
H -2.859675 -2.395345 3.351624 -1.0925 0.4191 -0.5327
H -3.256353 -0.855763 2.363540 0.6387 -0.8267 0.5018
```
Forces are in eV/Å.

Entry 5:
Below is a single C5H10O molecule, with properties calculated with the ωB97M-V functional and the def2-TZVPD basis.

Orbital gap   10.269 eV
E_LUMO   1.02 eV
Structure (SMILES)   C[C@H]1C[C@]1(C)O

```
16
Properties=species:S:1:pos:R:3:forces:R:3
C 1.486836 -0.291076 1.050205 -0.0081 0.0098 0.0587
C 0.946935 -0.029074 -0.341419 0.0934 0.0881 -0.0096
C 0.065366 -1.097529 -0.950050 -0.0922 -0.1720 -0.0648
C -0.521438 0.225305 -0.580329 0.0409 -0.1635 0.2377
C -1.460938 0.494804 0.569186 -0.0082 -0.0299 0.0284
O -0.854594 0.955104 -1.737747 -0.0385 0.2705 0.0081
H 2.520862 -0.649177 0.999989 -0.1352 0.0715 -0.0134
H 1.466714 0.597067 1.692120 0.0376 -0.0672 -0.1214
H 0.906380 -1.075647 1.550213 0.0756 0.1667 -0.0544
H 1.611863 0.502753 -1.019201 -0.1060 -0.1228 0.0634
H 0.130668 -1.281779 -2.018294 0.0039 0.0262 0.1678
H -0.127962 -1.978157 -0.342568 -0.0546 0.1686 -0.0500
H -2.488293 0.205621 0.327038 0.1401 -0.0144 -0.0050
H -1.456002 1.574748 0.780345 -0.0174 -0.1744 0.0016
H -1.156449 -0.009710 1.489733 -0.0412 -0.0068 -0.1734
H -1.069955 1.856745 -1.469226 0.1100 -0.0504 -0.0738
```
Forces are in eV/Å.

Entry 6:
Below is 8 unconnected molecules or ions with the total composition C8H16Cl16, with properties calculated with the ωB97M-V functional and the def2-TZVPD basis.

Orbital gap   11.096 eV
E_LUMO   0.35 eV
Structure (SMILES)   ClCCl.ClCCl.ClCCl.ClCCl.ClCCl.ClCCl.ClCCl.ClCCl

```
40
Properties=species:S:1:pos:R:3:forces:R:3
Cl -2.031344 -2.994888 -3.473399 0.1525 0.0020 -0.2041
C -0.564035 -2.023412 -3.305290 -0.2049 0.4146 0.3678
Cl -0.961694 -0.305927 -3.051388 0.0047 -0.0192 -0.0171
H -0.059274 -2.371506 -2.414783 0.2039 0.0220 -0.0141
H 0.074350 -2.056938 -4.177864 -0.1593 -0.3212 -0.1236
Cl 0.202330 -1.094217 0.252379 0.0680 -0.4585 0.0800
C -0.617739 0.431340 0.495819 -0.0319 0.3642 0.3963
Cl -0.930064 0.781094 2.223822 0.0276 -0.0565 -0.2215
H 0.051737 1.201034 0.133141 -0.1267 0.0540 -0.0679
H -1.584345 0.423901 0.007339 0.0976 -0.0490 -0.2245
Cl 0.485804 -5.480543 -2.144404 -0.2755 -0.1423 0.2160
C 0.246746 -4.748493 -0.545215 0.7072 0.0723 -0.1637
Cl 1.826095 -4.261436 0.107006 0.0771 0.2349 0.1073
H -0.360173 -3.863484 -0.686331 -0.1613 -0.0418 0.2160
H -0.132903 -5.445080 0.190820 -0.3842 -0.1386 -0.3518
Cl 0.874832 -2.844652 4.600040 0.0766 -0.1830 -0.0712
C -0.537029 -1.840469 4.887633 -0.0380 0.5227 0.1715
Cl -2.067798 -2.740198 4.884126 0.2291 0.1101 -0.0557
H -0.419278 -1.350519 5.849010 -0.0767 -0.2487 0.1019
H -0.561836 -1.067094 4.128179 -0.1583 -0.2364 -0.1801
Cl -0.860099 3.607899 -0.238567 -0.1492 0.0686 0.2372
C -1.275886 5.274166 -0.684561 0.9034 -0.4604 -0.3579
Cl 0.193004 6.274189 -0.638573 -0.1375 0.2019 0.1395
H -1.548432 5.218610 -1.730286 -0.5009 0.2416 0.1325
H -2.012533 5.659294 0.005810 -0.0988 0.0630 -0.1251
Cl 3.822893 0.284617 1.388918 0.0038 0.2887 -0.1091
C 3.851807 -1.434772 0.981788 -0.2703 0.2826 -0.0154
Cl 4.893894 -2.311490 2.094927 -0.0001 -0.2667 -0.0300
H 2.825359 -1.769926 1.066125 0.1025 -0.2491 0.1051
H 4.208864 -1.552083 -0.035037 0.1187 0.0082 0.0552
Cl -4.515197 0.277062 -1.108254 -0.1133 -0.1315 0.1466
C -4.641689 1.438265 0.217898 0.5545 0.1525 -0.0550
Cl -4.355024 3.085953 -0.401909 -0.3429 -0.1338 0.2501
H -5.602394 1.369610 0.713251 -0.1473 0.1033 -0.2796
H -3.853526 1.220309 0.931896 0.0195 0.0283 -0.0258
Cl 1.799927 1.995691 -1.959290 0.3192 0.2933 -0.0406
C 3.166749 3.125847 -2.085762 -0.0925 0.7172 -0.3457
Cl 4.701447 2.297570 -2.269091 0.2254 -0.1622 0.1312
H 3.053698 3.767822 -2.957211 -0.2986 -0.4082 -0.1695
H 3.212768 3.822846 -1.252728 -0.1231 -0.5390 0.3946
```
Forces are in eV/Å.

We obtain E values of -7853.157, -15730.643, -9379.168, -11605.500, -7393.755, -208914.432 eV for the records listed above, in that order.
We obtain F_max values of 0.9, 6.3, 3.0, 5.2, 0.3, 1.1 eV/A for the records listed above, in that order.